C5H23NO8 | the ωB97M-V functional and the def2-TZVPD basis

Frontier orbital gap (spin up / spin down) = 10.386 / 5.047 eV
Relative energy (zero: lowest compared OMol25 entry of this formula, charge and spin) = 0.0 kcal/mol
Strongest force on any atom = 2.05 eV/Å
LUMO energy (spin up / spin down) = -3.61 / -8.93 eV
E_HOMO (spin up / spin down) = -13.993 / -13.978 eV
Total charge = +1
Spin multiplicity = 2

Geometry as XYZ:
```
37
Properties=species:S:1:pos:R:3:mulliken_charge:R:1
O -3.40 0.04 0.22 -0.714
O -0.84 -1.25 -2.10 -0.625
O 2.90 0.96 1.48 -0.804
O 0.47 0.85 2.71 -0.630
O -2.18 1.49 2.16 -0.690
O -2.84 0.68 -2.36 -0.701
O 2.26 0.84 -1.11 -0.655
O 2.85 -1.59 0.46 -0.703
N -0.39 -2.44 -0.28 0.101
C 0.49 2.39 -0.97 -1.482
C 0.25 -2.64 1.00 -0.621
C 0.86 0.95 -1.27 0.132
C 0.18 -0.02 -0.29 1.204
C -0.36 -1.24 -0.97 -0.057
H -2.08 0.07 -2.44 0.358
H 3.69 -2.07 0.63 0.312
H 0.02 -3.63 1.37 0.358
H -0.12 -1.88 1.69 0.357
H -3.03 -0.85 0.14 0.256
H 2.54 -0.10 -1.09 0.400
H -2.60 1.43 -2.92 0.326
H 0.52 0.97 3.65 0.271
H 1.02 3.10 -1.60 0.396
H -0.58 2.58 -1.06 0.354
H -0.44 1.14 2.43 0.344
H 0.77 2.65 0.06 0.329
H 2.03 1.02 1.95 0.412
H 0.62 0.75 -2.32 0.409
H -2.61 0.97 1.44 0.332
H -2.56 2.37 2.12 0.303
H 2.92 -0.73 0.98 0.441
H 2.76 1.23 0.56 0.437
H 1.34 -2.52 0.92 0.376
H -0.64 0.43 0.26 -0.393
H -3.35 0.41 -0.70 0.450
H -0.72 -3.27 -0.79 0.401
H 0.92 -0.30 0.46 0.015
```